Below is 9 unconnected molecules or ions with the total composition C16H28B2Br8N3O16 at a distorted geometry, with properties calculated with ωB97M-V/def2-TZVPD.

Geometry as XYZ:
```
73
C16H28B2Br8N3O16 (ωB97M-V/def2-TZVPD)
N 4.51964 1.07327 -2.78653
H 3.63217 1.45611 -2.49339
H 4.37326 0.36986 -3.49638
H 4.91111 0.62965 -1.96796
H 5.04086 1.89734 -3.04984
N 2.51110 -1.50406 3.27924
H 2.64309 -0.98943 4.13821
H 2.78403 -2.47064 3.38564
H 2.99180 -1.13923 2.46934
H 1.57028 -1.35686 2.94266
N -0.66883 3.84812 1.08180
H -0.57024 3.81584 2.08646
H 0.14748 4.34610 0.75659
H -1.53173 4.30750 0.82791
H -0.67354 2.91158 0.70368
O 0.03882 -1.67248 1.97199
C -0.11045 -1.06903 0.93475
O 0.16941 -1.52716 -0.28787
B 0.10828 -0.43839 -1.27974
O -0.38406 0.78540 -0.55468
C -0.57356 0.41184 0.71551
O -0.83729 1.17954 1.65023
O -0.73566 -0.73122 -2.47924
C -0.04508 -0.54423 -3.63164
O -0.40573 -0.68770 -4.81983
C 1.44770 -0.36341 -3.18343
O 1.48396 -0.22707 -1.80643
O 2.40840 -0.15241 -3.92052
O 4.04776 1.29289 8.36003
C 3.31786 1.22689 7.35957
O 2.51022 2.19972 6.89654
B 2.08245 1.83111 5.58772
O 2.23972 0.35711 5.46956
C 3.12078 -0.00122 6.31934
O 3.56916 -1.14300 6.31583
O 2.92457 2.44203 4.48104
C 2.06985 2.93223 3.64088
O 2.26700 3.50453 2.56200
C 0.58909 2.81729 4.18569
O 0.68994 2.18699 5.33102
O -0.40152 3.36935 3.64405
Br -4.87729 -0.20230 3.63693
C -4.35556 1.12536 2.23718
C -4.63759 2.54168 2.72596
Br -3.53490 2.79114 4.36354
H -4.96129 0.93257 1.35173
H -3.32400 0.96838 1.92199
H -5.66937 2.78784 2.97684
H -4.31418 3.32569 2.04125
Br 2.43941 -5.97358 0.27382
C 2.15493 -5.56068 -1.65618
C 1.39143 -4.23598 -1.72883
Br 1.27351 -3.64173 -3.64208
H 1.48544 -6.34019 -2.01984
H 3.14416 -5.68527 -2.09663
H 2.03785 -3.43143 -1.37819
H 0.32770 -4.32112 -1.50674
Br -3.25724 2.22481 -1.05685
C -2.52992 2.13551 -2.91537
C -3.50013 2.88458 -3.87849
Br -3.08189 2.02455 -5.63393
H -2.55243 1.08899 -3.21932
H -1.52394 2.52279 -2.75373
H -3.33121 3.95755 -3.96961
H -4.57393 2.71524 -3.79855
Br -2.39421 -4.78111 -7.10687
C -1.65737 -3.60785 -5.72562
C -2.61276 -3.42872 -4.61468
Br -2.65672 -5.16223 -3.67156
H -1.46112 -2.68458 -6.27073
H -0.78884 -4.16952 -5.38167
H -3.61421 -3.25033 -5.00631
H -2.31648 -2.72465 -3.83713
```

The calculation puts the strongest force on any atom at 5.00 eV/Å. For the relative energy (zero: lowest compared OMol25 entry of this formula, charge and spin), the calculation gives 1.944 eV. As for the gap between HOMO and LUMO: 7.3 eV. As for the multiplicity: 1. As for the total charge: +1. As for the total energy: -615972.7366 eV.

Below is 5 unconnected molecules or ions with the total composition H11O5 at a distorted geometry, with properties calculated with ωB97M-V/def2-TZVPD.

Geometry as XYZ:
```
16
H11O5 (ωB97M-V/def2-TZVPD)
O 2.48080 1.05594 -2.19695
H 3.14730 1.69168 -1.91725
H 2.50824 1.16032 -3.14993
O -3.02718 0.03986 1.08368
H -3.49714 0.48865 1.81741
H -3.49587 -0.77891 0.88368
O 1.16164 -0.89237 -0.57142
H 1.55896 -1.19926 0.24492
H 1.70347 -0.18448 -0.97206
O 0.53006 -0.36337 2.54989
H -0.11990 -1.10023 2.60186
H 0.74650 -0.15991 3.46668
O -1.04252 0.15295 -0.89747
H -0.84747 0.68001 -1.78911
H -1.62668 -0.22146 -0.14675
H -0.14385 -0.41471 -0.84313
```

The calculation puts the strongest force on any atom at 2.87 eV/Å. For the relative energy (zero: lowest compared OMol25 entry of this formula, charge and spin), the calculation gives 1.150 eV. As for the gap between HOMO and LUMO (spin up / spin down): 3.9 / 12.0 eV. As for the multiplicity: 2. As for the total energy: -10411.9303 eV.

Below is C5H11NS in the gas phase at a distorted geometry, with properties calculated with ωB97M-V/def2-TZVPD.

Geometry as XYZ:
```
18
C5H11NS (ωB97M-V/def2-TZVPD)
C -1.73434 -0.68916 -0.03334
C -0.80887 -1.86510 -0.10081
C -0.89293 0.49675 0.21703
C -1.43494 1.91212 -0.10454
C 3.16747 -0.18610 0.09128
N 1.74111 0.10470 0.37943
S 0.67504 0.01069 -0.79775
H -2.37305 -0.57560 -0.91639
H -2.52937 -0.74373 0.70056
H -0.18024 -2.13170 0.74510
H -0.84679 -2.63560 -0.89023
H -0.50942 0.56952 1.16668
H -1.69984 2.09407 -1.13672
H -0.68666 2.58578 0.14962
H -2.42553 2.21819 0.36746
H 3.28441 -1.27881 0.20642
H 3.72436 0.26916 0.83658
H 3.52960 -0.15517 -0.88040
```

The calculation puts the strongest force on any atom at 3.93 eV/Å. For the relative energy (zero: lowest compared OMol25 entry of this formula, charge and spin), the calculation gives 3.904 eV. As for the gap between HOMO and LUMO (spin up / spin down): 7.8 / 8.0 eV. As for the multiplicity: 1. As for the total energy: -17684.5594 eV.

Below is 2 unconnected molecules or ions with the total composition C5H13N3 at a distorted geometry, with properties calculated with ωB97M-V/def2-TZVPD.

Geometry as XYZ:
```
21
C5H13N3 (ωB97M-V/def2-TZVPD)
C 0.35033 -1.88165 -0.77012
C 0.90887 -0.46701 -0.29022
C -2.25597 0.26051 0.69643
C 1.84516 -0.60944 0.84507
C 0.37901 0.73421 -0.77681
N -2.67030 -0.33293 -0.38178
N -1.89987 0.96717 1.57787
N 0.91524 1.97481 -0.39020
H 0.72397 -2.17345 -1.68817
H 0.56311 -2.67719 -0.02647
H 2.89158 -0.08499 0.82439
H 1.36288 -0.38668 1.80350
H 2.06772 -1.69449 0.89287
H -0.25369 0.62679 -1.67478
H -3.65910 -0.50149 -0.43360
H -2.00636 -0.72062 -0.97858
H -0.71968 -1.76633 -0.82314
H -1.79789 1.66291 2.36350
H 0.26126 2.41311 0.33508
H 1.14628 2.66022 -1.15753
H 1.84744 1.99654 0.05268
```

The calculation puts the strongest force on any atom at 5.98 eV/Å. For the relative energy (zero: lowest compared OMol25 entry of this formula, charge and spin), the calculation gives 2.064 eV. As for the gap between HOMO and LUMO: 9.9 eV. As for the multiplicity: 1. As for the total charge: +2. As for the total energy: -9846.3397 eV.

Below is a molecular structure, CHO3Sn at a distorted geometry, with properties calculated with ωB97M-V/def2-TZVPD.

Geometry as XYZ:
```
6
CHO3Sn (ωB97M-V/def2-TZVPD)
C 1.20714 0.54876 0.22823
O 0.77864 1.66498 -0.28510
O 0.40702 -0.23666 -0.31657
Sn -1.28963 -1.22362 -0.29321
O 1.62984 1.17232 1.21083
H -2.73301 -1.92579 -0.54417
```

The calculation puts the strongest force on any atom at 10.52 eV/Å. For the relative energy (zero: lowest compared OMol25 entry of this formula, charge and spin), the calculation gives 10.102 eV. As for the gap between HOMO and LUMO (spin up / spin down): 5.7 / 6.2 eV. As for the multiplicity: 1. As for the total charge: +1. As for the total energy: -13009.8140 eV.

Below is 2 unconnected molecules or ions with the total composition C5H14 at a distorted geometry, with properties calculated with ωB97M-V/def2-TZVPD.

Geometry as XYZ:
```
19
C5H14 (ωB97M-V/def2-TZVPD)
C 2.66423 0.35310 0.84520
C 1.11292 0.17715 0.71022
C 0.53240 -0.60631 1.92574
H 3.06152 -0.58454 1.27428
H 3.24104 0.91541 0.10281
H 2.67869 0.95313 1.84383
H 1.00343 -0.58806 -0.09353
H 0.62387 1.09875 0.51087
H 0.56145 -1.62862 1.81090
H -0.38588 -0.03249 2.15534
H 0.95560 -0.39103 2.85050
C -2.35104 0.51204 -1.15100
C -1.78989 -0.44468 -2.30817
H -3.36848 0.93750 -1.50797
H -2.67236 -0.12161 -0.30462
H -1.71702 1.29914 -1.03469
H -2.71730 -0.47463 -3.01510
H -1.44187 -1.38179 -1.94799
H -0.83437 0.05108 -2.77651
```

The calculation puts the strongest force on any atom at 5.05 eV/Å. For the relative energy (zero: lowest compared OMol25 entry of this formula, charge and spin), the calculation gives 1.901 eV. As for the gap between HOMO and LUMO: 12.0 eV. As for the multiplicity: 1. As for the total energy: -5410.1485 eV. Its SMILES is CCC.CC.

Below is a molecular structure, C30H23N8O3RuS at a distorted geometry, with properties calculated with ωB97M-V/def2-TZVPD.

Geometry as XYZ:
```
66
C30H23N8O3RuS (ωB97M-V/def2-TZVPD)
Ru 4.18219 -8.66490 24.30224
C -2.52478 -5.03019 13.46300
O -2.55321 -6.43287 13.82473
C -1.68089 -6.80260 14.89178
C -2.03111 -8.01187 15.53478
C -1.16141 -8.48990 16.48755
C -0.05449 -7.71976 16.89158
C 0.30153 -6.55253 16.17907
C -0.53820 -6.09209 15.20699
C 0.73624 -8.01313 18.02785
N 1.77632 -7.24029 18.43665
C 2.24441 -7.81990 19.54637
C 1.51451 -8.98969 19.86193
N 0.55538 -9.07087 18.87354
C 1.69568 -9.75506 21.04018
C 0.97476 -10.89537 21.38000
C 1.26296 -11.52907 22.56981
C 2.24494 -10.99048 23.39341
N 2.91744 -9.82443 23.13002
C 2.65307 -9.21244 21.94288
C 3.39599 -8.01388 21.66440
N 4.30839 -7.55593 22.58116
C 4.94946 -6.37147 22.35794
C 4.83392 -5.66166 21.16370
C 3.95696 -6.13698 20.18023
C 3.21762 -7.28935 20.45803
H -3.47184 -4.86640 12.87454
H -1.68209 -4.77162 12.79951
H -2.62272 -4.38231 14.33686
H -2.94987 -8.48281 15.26413
H -1.32529 -9.47598 16.97630
H 1.24692 -6.07732 16.42695
H -0.34410 -5.09082 14.78413
H -0.25576 -9.74025 18.81798
H 0.21144 -11.36213 20.72733
H 0.68456 -12.38129 22.86855
H 2.57606 -11.50820 24.28070
H 5.61522 -6.06246 23.14550
H 5.40337 -4.76820 21.08300
H 3.88100 -5.70538 19.18209
N -0.30726 -3.79774 26.21744
C 0.55901 -4.80701 26.35470
C 1.47159 -4.72710 27.46529
C 2.42307 -5.71018 27.64832
C 2.47415 -6.76348 26.74877
C 1.50251 -6.94773 25.74615
C 0.53693 -5.96266 25.55373
S 3.94973 -7.71181 26.79124
O 4.47915 -8.04975 28.09396
O 4.89762 -7.17673 25.79072
N 3.37789 -9.06763 26.07123
C 3.86149 -10.28237 26.53957
N 3.28822 -10.81814 27.61877
C 4.04820 -11.75041 28.21002
C 5.30960 -12.18085 27.70370
C 5.70403 -11.66232 26.50708
N 4.97590 -10.71377 25.90658
H -0.07722 -2.94147 26.69382
H -0.79832 -3.65814 25.33540
H 1.33843 -3.91036 28.17856
H 3.05435 -5.67817 28.56933
H 1.49995 -7.85649 25.09918
H -0.30217 -6.06281 24.84409
H 3.59636 -12.13482 29.12341
H 5.93317 -12.88691 28.21426
H 6.61885 -12.04173 26.00525
```

The calculation puts the strongest force on any atom at 4.73 eV/Å. For the relative energy (zero: lowest compared OMol25 entry of this formula, charge and spin), the calculation gives 0.742 eV. As for the gap between HOMO and LUMO (spin up / spin down): 7.3 / 3.8 eV. As for the multiplicity: 5. As for the total charge: +3. As for the total energy: -62936.2028 eV.

Below is a gas-phase ion, C18H36NO2 (charge +1), with properties calculated with ωB97M-V/def2-TZVPD.

Geometry as XYZ:
```
57
C18H36NO2 (ωB97M-V/def2-TZVPD)
C -1.18172 -2.51943 2.43563
O -1.67938 -2.57846 1.10438
C -1.00155 -1.95010 0.16156
O 0.02680 -1.33598 0.37455
C -1.65932 -2.06184 -1.18628
C -2.45042 -0.78224 -1.50925
C -3.69499 -0.63430 -0.63377
C -4.48282 0.65378 -0.91105
C -4.16223 1.84676 -0.00435
C -2.77346 2.46948 -0.19446
C -1.72340 1.89873 0.75851
C -0.31151 2.36326 0.40403
C 0.72692 1.66277 1.28465
C 2.17537 1.98828 0.90508
N 2.91728 0.96790 0.09472
C 4.21008 1.57980 -0.26446
C 2.14939 0.60619 -1.12747
C 2.82796 -0.47358 -1.96329
C 3.03195 -1.72672 -1.11880
C 3.83075 -1.37866 0.13260
C 3.13399 -0.26332 0.90492
H -1.84012 -3.14323 3.03325
H -1.19923 -1.49062 2.80221
H -0.15853 -2.89826 2.47577
H -2.33050 -2.91939 -1.18245
H -0.88231 -2.20578 -1.93908
H -1.79336 0.08047 -1.39787
H -2.75999 -0.83102 -2.55462
H -4.34112 -1.49228 -0.82982
H -3.42742 -0.67561 0.42337
H -5.54450 0.43656 -0.78168
H -4.34086 0.94636 -1.95342
H -4.91244 2.61169 -0.21244
H -4.28667 1.55152 1.03943
H -2.45482 2.32710 -1.22929
H -2.83631 3.54612 -0.02482
H -1.74891 0.81009 0.72790
H -1.96204 2.20379 1.77922
H -0.12723 2.14443 -0.64942
H -0.23901 3.44474 0.53397
H 0.56705 1.98129 2.31571
H 0.54090 0.59074 1.25488
H 2.76517 2.14451 1.81053
H 2.18390 2.92093 0.33610
H 4.74248 1.87877 0.63676
H 4.83056 0.88112 -0.81606
H 4.04559 2.45995 -0.88356
H 1.18556 0.21298 -0.80051
H 1.99864 1.51288 -1.71589
H 2.17486 -0.69626 -2.80741
H 3.77668 -0.12909 -2.37641
H 3.54789 -2.49287 -1.69515
H 2.05856 -2.11907 -0.82222
H 3.88904 -2.24689 0.78940
H 4.85459 -1.10856 -0.12873
H 3.70886 0.00694 1.79260
H 2.15414 -0.63080 1.21110
```

The calculation puts the strongest force on any atom at 1.00 eV/Å. For the relative energy (zero: lowest compared OMol25 entry of this formula, charge and spin), the calculation gives 0.180 eV. As for the gap between HOMO and LUMO: 11.1 eV. As for the multiplicity: 1. As for the total charge: +1. As for the total energy: -24830.4864 eV. Its SMILES is COC(=O)CCCCCCCCCC[N+]1(C)CCCCC1.